Entry 1:
Density functional theory data (ωB97M-V with the def2-TZVPD basis set) for a molecular structure, C33H41N4O6S5SbTi at a distorted geometry.

Positions of all 91 atoms, in Å:
N  -0.087  -0.798  1.852
C  -1.991  -4.032  -4.291
C  -0.911  -0.359  5.139
H  -3.029  1.492  -3.329
O  1.974  0.882  0.580
C  -2.732  1.096  -1.395
N  2.745  -1.891  1.307
C  -4.245  -3.198  0.627
H  -0.862  -7.071  3.090
Ti  -0.400  0.795  0.333
H  -2.954  -1.657  2.640
H  -2.977  2.571  -0.026
C  -1.609  -7.847  1.237
H  -6.441  -1.771  2.777
C  -6.902  -3.415  1.481
O  -1.253  2.799  3.694
H  -1.261  -4.458  -4.970
H  3.979  1.134  0.656
H  -2.400  -8.311  -0.706
C  4.791  -1.272  0.259
H  -0.359  -3.680  2.331
C  3.203  0.499  1.104
H  -2.659  -5.955  -1.354
C  -1.910  -5.159  0.486
H  -1.481  -8.883  1.532
C  -4.737  -2.332  1.612
H  2.095  -1.896  4.263
S  -1.348  2.546  2.269
H  1.513  0.813  5.663
H  -7.932  -3.486  1.813
S  -0.055  2.410  -1.309
N  -3.329  2.220  -0.920
C  -0.266  -4.291  -2.513
C  3.580  -0.951  0.871
H  -1.482  0.471  4.722
C  -3.876  -1.252  2.216
C  -6.416  -4.281  0.512
H  -3.429  -3.670  -5.837
H  4.399  -4.633  0.303
H  0.255  -4.809  -3.320
H  2.227  0.649  4.044
H  0.293  -3.383  -2.276
H  -1.505  -1.272  5.068
H  -1.922  -3.885  3.101
H  6.037  -2.878  -0.433
C  -3.785  -2.850  -2.577
C  1.291  0.737  4.595
H  -4.725  -4.842  -0.663
H  -7.055  -5.041  0.079
O  -2.163  0.313  -0.579
H  0.773  1.635  4.264
O  -1.996  1.218  1.926
C  -2.586  -3.337  -2.064
H  -0.263  -4.939  -1.637
H  2.124  1.370  -0.301
H  -0.702  -0.152  6.191
C  5.109  -2.604  0.056
C  4.213  -3.580  0.464
O  -1.987  3.607  1.512
C  -2.264  -6.195  -0.372
H  -0.555  -4.868  3.631
C  -2.119  -7.528  -0.011
H  -4.406  -0.726  3.010
S  1.981  2.755  -1.690
C  -1.651  -3.900  -2.947
C  -1.405  -5.490  1.753
C  -1.035  -4.426  2.756
H  2.314  -3.895  1.421
H  -3.476  2.948  -1.602
H  -4.494  -2.362  -1.919
C  0.424  -0.511  4.400
N  -2.777  0.762  -2.681
H  0.568  -2.667  4.703
S  -0.175  -0.719  -3.242
C  0.122  -0.663  2.970
S  0.507  -0.894  -1.253
H  5.445  -0.481  -0.085
H  3.237  0.678  2.189
Sb  -2.146  -3.040  0.004
C  -4.100  -2.963  -3.923
C  -3.202  -3.575  -4.782
C  -5.098  -4.163  0.098
O  0.064  2.207  1.728
C  3.045  -3.163  1.089
H  -3.567  -0.509  1.480
C  1.178  -1.773  4.839
H  1.429  -1.675  5.898
C  -6.065  -2.454  2.024
H  -5.039  -2.568  -4.292
H  -1.968  0.136  -2.980
C  -1.259  -6.828  2.110

Summary:
E_LUMO (alpha / beta), eV: 4.0 / 4.0
Strongest force on any atom, eV/Å: 1.738
Charge: -2
Frontier orbital gap (alpha / beta), eV: 4.5 / 4.5
Total energy, a.u.: -5033.428887

Entry 2:
Density functional theory data (ωB97M-V with the def2-TZVPD basis set) for 2 unconnected molecules or ions with the total composition C10H16OS at a distorted geometry.

Positions of all 28 atoms, in Å:
H  -2.495  2.816  3.402
C  1.086  0.131  -1.878
H  -2.490  3.554  -0.248
H  0.789  1.505  -0.322
O  0.955  1.163  -2.783
C  -2.603  2.519  0.041
H  -0.786  3.407  3.137
H  1.220  -1.451  -3.333
C  1.422  -2.153  -1.317
H  -0.323  -4.558  1.448
C  1.287  -1.175  -2.294
H  -2.295  1.917  -0.816
H  0.749  -2.612  1.956
H  -3.623  2.216  0.288
H  1.533  -3.187  -1.616
H  -2.020  4.218  2.292
C  -1.776  3.249  2.713
H  -0.294  -4.025  -0.297
S  -1.451  2.075  1.350
C  0.275  -4.250  0.600
C  1.126  -3.040  1.021
C  1.124  -1.900  0.023
C  0.875  0.447  -0.542
H  1.514  1.008  -3.549
H  0.892  -5.094  0.305
H  2.176  -3.251  1.183
H  0.617  -0.410  1.422
C  0.909  -0.574  0.387

Summary:
E_LUMO, eV: 0.9
Strongest force on any atom, eV/Å: 1.163
Frontier orbital gap, eV: 9.2
Total energy, a.u.: -864.038958

Entry 3:
Density functional theory data (ωB97M-V with the def2-TZVPD basis set) for 6 unconnected molecules or ions with the total composition C36H37ClF7N6O5PS2 at a distorted geometry.

Positions of all 95 atoms, in Å:
O  0.749  -2.161  -0.809
H  1.603  -10.180  2.475
F  4.669  -2.225  -2.327
H  0.194  5.103  3.935
C  -1.441  9.234  5.677
O  1.618  0.725  -0.382
H  1.633  -2.566  2.120
H  2.695  -7.255  -1.267
C  3.221  -9.373  1.305
C  -7.295  -2.400  -7.441
C  -0.574  8.522  6.492
S  -1.121  0.236  3.239
H  0.252  -5.815  0.573
H  1.735  -4.285  0.217
H  -4.767  -1.200  -5.552
H  -0.101  -2.787  2.169
F  4.339  0.884  -0.808
C  3.529  4.743  4.283
H  -5.822  -2.805  -3.963
H  0.938  10.937  3.994
H  -2.782  0.475  1.051
N  -0.697  2.761  -3.780
C  -3.603  -2.925  -1.235
C  -6.183  -1.641  -7.114
H  -8.679  -3.871  -6.697
C  1.252  9.494  5.553
C  -0.902  10.120  4.760
N  0.752  8.638  6.442
C  1.127  3.056  -2.249
H  1.609  2.761  -1.334
C  -6.222  -2.668  -4.965
H  -0.491  1.650  -2.073
H  -0.725  3.966  -5.435
C  4.052  -1.051  -2.178
C  1.891  -9.541  1.651
F  5.672  -0.787  -0.533
F  2.740  -1.193  -2.341
F  4.522  -0.216  -3.114
C  -0.046  2.442  -2.662
C  3.561  -1.045  0.392
H  -1.545  10.696  4.107
C  -0.096  -1.590  -1.702
C  2.275  5.309  4.444
C  0.994  4.403  -4.215
H  2.543  2.165  2.342
H  -3.409  -3.862  -0.732
C  4.393  -0.445  -0.782
C  -0.853  -1.047  0.331
C  -3.219  -1.790  -0.300
C  -7.808  -3.261  -6.483
O  -0.794  -0.619  -1.043
C  3.648  3.593  3.519
H  -3.185  -0.846  -0.826
N  -7.292  -3.404  -5.265
F  4.246  -0.925  1.514
H  4.608  3.118  3.369
H  -4.025  -1.710  0.417
H  2.334  9.567  5.532
O  -0.237  -1.886  -2.855
H  -7.755  -2.327  -8.417
H  4.002  -9.881  1.855
H  2.134  6.206  5.033
C  0.588  -1.570  0.511
O  1.846  0.215  1.952
H  4.558  -8.384  -0.064
H  -3.048  -2.890  -2.162
H  -0.846  1.566  0.736
C  0.928  -8.869  0.914
C  -1.925  -2.135  0.452
H  -1.515  -3.057  0.058
N  1.289  3.591  3.093
S  1.873  -0.279  0.610
C  -0.174  3.727  -4.533
Cl  -5.348  -2.843  -1.592
H  2.570  4.563  -2.763
C  1.193  4.694  3.832
H  -2.510  9.096  5.762
F  3.382  -2.361  0.142
C  3.533  -8.542  0.241
C  2.495  -7.914  -0.429
N  0.014  -4.962  1.076
C  0.884  -4.075  0.853
H  -0.953  7.819  7.225
C  0.475  10.256  4.694
H  -0.125  -8.976  1.150
C  -5.634  -1.775  -5.850
H  -2.138  -2.268  1.504
P  -1.407  0.423  1.332
N  1.210  -8.065  -0.110
C  2.502  3.059  2.948
H  -5.752  -0.956  -7.833
H  1.373  5.178  -4.866
C  0.751  -2.738  1.509
C  1.655  4.058  -3.047
H  4.399  5.191  4.746

Summary:
E_LUMO, eV: 0.0
Strongest force on any atom, eV/Å: 3.138
Frontier orbital gap, eV: 8.9
Total energy, a.u.: -4395.647925